# C4H12

A 2-piece molecular cluster, C4H12 overall at a distorted geometry (the ωB97M-V functional and the def2-TZVPD basis, the OMol25 dataset).

Element x y z (Å)
1 C -2.9164 -1.0811 -0.4860
2 C -1.8293 -0.2931 0.1216
3 C 3.0691 0.7607 -0.0156
4 C 1.6702 0.5504 0.5448
5 H -3.8291 -0.4846 -0.7032
6 H -3.1630 -2.0371 -0.0540
7 H -1.4580 -0.7764 1.0198
8 H -0.9435 -0.0140 -0.5010
9 H 3.7627 -0.0442 0.2725
10 H 3.1529 0.7477 -1.0983
11 H 1.5119 1.1412 1.4391
12 H 3.5350 1.6704 0.3583
13 H 1.4567 -0.5173 0.5993
14 H -2.7379 -1.1525 -1.6119
15 H 0.9966 0.8405 -0.3030
16 H -2.2780 0.6895 0.4176

Values from the calculation:
Largest force on an atom, eV/A: 1.727
E_HOMO (alpha / beta), eV: -15.48 / -14.72
Total charge: +1
ΔE to the lowest compared entry with this formula, charge and spin, kJ/mol: 58.07
Multiplicity: 2
Orbital gap (alpha / beta), eV: 12.3 / 3.4